15
Properties=species:S:1:pos:R:3 method="wB97M-V/def2-TZVPD" s_squared=0.753 e_above_lowest_kcal_mol=55.2 multiplicity=2 gap_ev="4.898 / 9.732"
C -0.7352 -0.2404 -2.1740
N 0.2643 0.4887 -1.8189
H -0.9141 -1.1430 -1.6185
H -1.4754 0.0597 -2.9455
H 0.4161 1.3554 -2.3818
H 0.9537 0.3643 -0.7311
C -0.8238 -0.7017 1.1340
C 0.4737 0.0982 1.7056
S 1.9303 0.0842 0.5167
H -0.5196 -1.5746 0.5481
H -1.3665 -0.0071 0.4847
H -1.4902 -1.0014 1.9449
H 0.2295 1.1671 1.8337
H 0.7726 -0.2960 2.6805
H 2.2846 1.3466 0.8216


15
Properties=species:S:1:pos:R:3 method="wB97M-V/def2-TZVPD" s_squared=2.006 e_above_lowest_kcal_mol=82.4 multiplicity=3 gap_ev="6.569 / 6.717"
C 1.1757 0.8763 -1.4644
C -0.1011 0.8948 -1.0131
C 0.0192 -1.3026 0.5332
C -0.9160 -0.2218 -0.3080
O 0.9445 -0.7377 1.4662
P -1.7451 0.6622 1.0741
H 1.5304 1.8628 -1.7768
H 1.7845 0.0588 -1.7773
H -0.5909 1.8880 -1.0639
H 0.3601 -1.9945 -0.2298
H -0.7247 -1.9003 1.1971
H -1.5272 -0.8082 -0.8922
H 1.7754 -0.7291 0.9738
H -0.7055 1.5221 1.1481
H -1.2793 -0.0708 2.1332


21
Properties=species:S:1:pos:R:3 method="wB97M-V/def2-TZVPD" e_above_lowest_kcal_mol=134.2 gap_ev=5.869
C 0.2690 1.9344 0.1429
C 1.7142 1.5759 -0.0696
S 1.9841 -0.1579 0.1778
C -0.4687 0.9486 -0.8462
N -1.6312 0.4787 -0.3573
C -1.5312 -0.5179 0.6452
C -2.1332 -1.8291 0.0428
O -1.6751 -2.9162 0.8104
H 0.0611 2.9898 -0.0311
H -0.0201 1.6784 1.1611
H 2.0031 1.7981 -1.0918
H 2.3990 2.1465 0.5591
H 1.3505 1.3259 -3.7902
H 1.1807 1.4104 -4.5086
H 0.3519 0.1225 -0.9072
H -0.7032 1.4912 -1.7636
H -2.1762 -0.2937 1.4928
H -0.5056 -0.7295 0.9697
H -1.9374 -1.9539 -1.0213
H -3.2119 -1.7853 0.1356
H -1.1565 -3.4945 0.2458


93
Properties=species:S:1:pos:R:3 method="wB97M-V/def2-TZVPD" total_charge=+1 e_above_lowest_kcal_mol=13.3 gap_ev="5.073 / 4.994"
Ru -0.8869 1.1144 0.7906
O -8.4331 -0.6408 1.3501
C -8.0233 0.5226 1.8958
O -8.7771 1.2040 2.5204
C -6.5824 0.9053 1.6834
C -5.9504 1.6066 2.6987
C -4.6446 2.0408 2.5357
C -3.9857 1.7915 1.3411
C -4.6017 1.0776 0.3291
C -5.9046 0.6391 0.4989
N -2.6385 2.2761 1.1262
C -2.3689 3.4617 1.4614
C -0.9877 3.9557 1.2580
C -0.6452 5.2433 1.5566
C 0.6347 5.6895 1.2188
C 1.4670 4.8272 0.5576
C 1.0467 3.5168 0.3128
N -0.1456 3.0695 0.6929
H -7.6925 -1.1081 0.9478
H -6.4907 1.8094 3.6157
H -4.1305 2.5444 3.3484
H -4.0740 0.8982 -0.5977
H -6.3950 0.1158 -0.3148
H -3.1367 4.1372 1.8372
H -1.3687 5.8922 2.0357
H 0.9496 6.6987 1.4515
H 2.4497 5.1341 0.2257
H 1.6897 2.8209 -0.1984
Cl 0.0091 1.2629 5.5078
C -0.9068 -0.0011 4.7822
C -1.3981 -1.0269 5.5595
C -2.1304 -2.0611 4.9776
C -2.3690 -2.0863 3.6091
C -1.8673 -1.0441 2.8679
Cl -2.0758 -0.9887 1.1507
C -1.1341 0.0369 3.3840
N -0.6455 1.0707 2.6352
H -1.1999 -1.0244 6.6232
H -2.5217 -2.8552 5.6018
H -2.9183 -2.8968 3.1445
C 6.0372 -4.2859 -0.1279
C 4.7485 -3.5267 -0.3246
C 3.7725 -3.4897 0.6624
C 2.5651 -2.8232 0.4821
C 1.5737 -2.8527 1.6291
C 2.3259 -2.1477 -0.7340
As 0.5075 -1.4304 -0.7971
N 0.7615 0.1984 0.1169
C 2.0721 0.6574 0.3944
C 3.0300 0.7802 -0.6236
C 4.2959 1.2789 -0.3586
C 4.6454 1.6522 0.9379
C 3.7090 1.5269 1.9535
C 2.4293 1.0471 1.6900
C 0.0704 -0.9375 -2.6449
C -0.2544 0.3432 -3.1160
C -0.4343 1.5671 -2.2403
C -0.4640 0.5277 -4.4834
C -0.4162 -0.5211 -5.3879
C -0.6097 -0.2973 -6.8682
C -0.2250 -1.8002 -4.8801
C 0.0015 -2.0297 -3.5318
C 0.1740 -3.4565 -3.0604
C 3.3238 -2.1295 -1.7234
C 3.2594 -1.3497 -3.0207
C 4.5041 -2.8344 -1.4998
H 6.0758 -4.7567 0.8541
H 6.9006 -3.6247 -0.2219
H 6.1444 -5.0687 -0.8819
H 3.9513 -4.0019 1.6040
H 1.9925 -3.4120 2.4662
H 0.6352 -3.3272 1.3434
H 1.3368 -1.8482 1.9900
H 2.7517 0.5211 -1.6376
H 5.0140 1.3775 -1.1664
H 5.6367 2.0386 1.1481
H 3.9699 1.8092 2.9684
H 1.6961 0.9821 2.4826
H -1.0881 1.3279 -1.3967
H -0.9374 2.3548 -2.8002
H 0.5068 1.9609 -1.8605
H -0.6912 1.5277 -4.8467
H -0.6536 0.7651 -7.1079
H -1.5354 -0.7609 -7.2187
H 0.2095 -0.7406 -7.4376
H -0.2483 -2.6502 -5.5592
H -0.0547 -4.1522 -3.8661
H -0.4915 -3.6792 -2.2251
H 1.1901 -3.6642 -2.7232
H 2.3924 -0.7080 -3.1061
H 3.2554 -2.0243 -3.8816
H 4.1524 -0.7241 -3.1113
H 5.2693 -2.8179 -2.2745


48
Properties=species:S:1:pos:R:3 method="wB97M-V/def2-TZVPD" s_squared=0.756 total_charge=-1 multiplicity=2 gap_ev="2.403 / 7.633"
Mg -0.1304 0.2194 0.0226
C -3.5034 -0.2632 -2.2192
F -2.9379 0.8746 -2.6777
F -4.7650 -0.2597 -2.5359
F -2.9104 -1.3320 -2.8212
S -3.3428 -0.3706 -0.2637
O -4.6114 -0.0019 0.4146
O -2.8983 -1.7436 0.0189
N -1.8981 0.6479 -0.0206
S -2.5242 2.0389 0.4553
O -1.3865 2.9287 0.1864
O -3.8799 2.4726 0.0045
C -2.6346 1.9041 2.4101
F -3.1516 3.0861 2.7468
F -3.3997 0.8753 2.8518
F -1.4484 1.8452 3.0005
C 2.9808 -0.0399 -2.7065
F 3.8578 0.5091 -3.5610
F 2.5233 -1.1103 -3.3408
F 3.5966 -0.2995 -1.5454
S 1.4760 1.3122 -2.3717
O 1.9171 2.5915 -2.9692
O 0.3254 0.7158 -3.0368
N 1.2826 1.2356 -0.5742
S 2.2993 2.3855 -0.1762
O 3.6712 2.0633 -0.6462
O 1.7074 3.6867 -0.3984
C 2.3143 2.1556 1.7673
F 2.7839 1.0284 2.1494
F 3.0443 3.1437 2.3027
F 1.0917 2.3098 2.2226
C 1.5149 -2.4551 2.5745
C 1.1993 -1.5056 1.3769
C 0.5826 -2.3062 0.2337
O 0.1604 -1.4594 -0.8554
C -0.3398 -2.2558 -1.9707
N 0.3553 -0.4726 1.8829
H 0.6297 -3.0325 2.8409
H 1.8049 -1.8941 3.4629
H 2.2989 -3.1684 2.3203
H 2.1488 -1.1418 0.9842
H -0.0708 -3.1207 0.5464
H 1.3410 -2.9522 -0.2086
H -0.6347 -1.7423 -2.8858
H -1.1782 -2.8884 -1.6793
H 0.4441 -2.9322 -2.3114
H 0.7402 -0.2833 2.7973
H -0.4456 -0.9985 2.2023


14
Properties=species:S:1:pos:R:3 method="wB97M-V/def2-TZVPD" e_above_lowest_kcal_mol=42.5 gap_ev=8.007
C -0.5077 -1.1632 0.7918
C -1.3649 -1.4219 -0.3516
C 1.4023 0.2015 0.0240
C 1.3896 1.7047 -0.2329
N 0.4765 -0.3682 0.7271
S -2.7077 -0.0258 -0.0948
S 2.6749 -0.6835 -0.5591
H -0.6780 -1.7461 1.7610
H -0.7630 -1.3473 -1.3915
H -1.9595 -2.2672 -0.1052
H 2.2297 2.2419 0.1916
H 0.4851 2.0639 0.1585
H 1.2705 1.8540 -1.2463
H -1.9478 0.9571 0.3274


16
Properties=species:S:1:pos:R:3 method="wB97M-V/def2-TZVPD" total_charge=+1 e_above_lowest_kcal_mol=199.8 gap_ev="8.126 / 8.128"
C -1.0090 -0.3924 -1.1547
C 1.3699 -0.3732 3.1414
C -2.1096 -0.1758 -3.2016
C 1.6288 0.1985 1.7760
N 0.5440 0.4937 -0.2360
N -1.1200 0.1886 -2.2666
O 0.5040 0.0105 0.8644
H 0.2774 -0.4818 3.4302
H 1.6417 -1.3811 3.4384
H 1.9584 0.1997 3.9216
H -1.6484 0.1262 -4.1396
H -2.4062 -1.2306 -3.0760
H -2.9224 0.4557 -2.9769
H 2.4253 -0.0661 1.1385
H 1.7061 1.2612 1.8879
H -0.8399 1.1668 -2.5470


38
Properties=species:S:1:pos:R:3 method="wB97M-V/def2-TZVPD" s_squared=6.039 e_above_lowest_kcal_mol=0.3 multiplicity=5 gap_ev="7.828 / 6.020"
Ru -0.0487 0.3588 0.3985
C -1.4537 -2.3421 1.5515
N -1.1386 -1.7115 0.2658
C -2.3623 -1.5572 -0.5313
C -0.1346 -2.5144 -0.4552
C 0.4228 -1.7187 -1.5970
C 0.8036 -2.3255 -2.7833
C 1.3687 -1.5664 -3.7990
C 1.5437 -0.2007 -3.6247
C 1.1377 0.4135 -2.4491
C 0.5790 -0.3359 -1.4131
H -1.8369 -3.3561 1.3925
H -2.2111 -1.7595 2.0704
H -0.5562 -2.3852 2.1655
H -2.8249 -2.5356 -0.7062
H -2.1338 -1.1088 -1.4964
H -3.0636 -0.9193 0.0043
H -0.5618 -3.4666 -0.7940
H 0.6724 -2.7291 0.2453
H 0.6608 -3.3927 -2.9077
H 1.6619 -2.0432 -4.7255
H 1.9869 0.3920 -4.4144
H 1.2514 1.4852 -2.3421
C 0.1267 4.4875 2.4580
O -0.5739 3.6534 1.5348
C -0.0052 3.3957 0.3722
S 1.3665 4.0868 -0.1940
S -0.9455 2.3025 -0.6454
H -0.5066 4.5482 3.3386
H 0.2912 5.4743 2.0277
H 1.0867 4.0393 2.7143
O 1.6374 -1.0584 1.4387
C 2.3818 -0.0573 1.5130
O 2.0519 1.0731 1.0755
H 3.3713 -0.1577 1.9835
O -1.8877 0.3460 4.3017
C -1.4008 0.4625 3.2362
N -0.9115 0.5940 2.1527


What did we get for calculated total energy? Answer: -15594.7169 -15623.3276 -19763.2830 -143755.1241 -112764.5868 -27420.0021 -9307.3516 -49161.4325 eV, in the order shown.